{
  "formula": "C5H7ClS2",
  "method": "ωB97M-V/def2-TZVPD",
  "elements": ["Cl", "S", "S", "C", "C", "C", "C", "C", "H", "H", "H", "H", "H", "H", "H"],
  "xyz": [[-0.622949, 2.415615, 1.492143], [-1.035976, -0.628423, -0.078824], [0.059293, -3.572109, -0.100755], [1.608719, 1.973066, -1.786459], [-0.049626, 0.547347, -0.319128], [0.697810, 1.420124, 0.852783], [0.432096, 0.917972, -1.632408], [0.152237, -1.895673, 0.142196], [1.508435, 2.101797, 0.385324], [2.003027, 1.499519, -3.057556], [-0.234937, 0.532229, -2.504261], [2.483154, 2.153275, -0.813456], [1.209439, 0.764082, 1.575909], [1.017062, 2.799957, -2.066235], [1.183468, -1.484828, 0.445216]],
  "forces_ev_per_angstrom": [[0.2593, 0.1267, 0.6097], [-4.6191, -5.9802, 1.3563], [-0.2734, 2.9638, 0.4909], [1.1369, -3.7680, -2.5588], [8.5073, 8.2044, -3.9502], [0.0688, -0.8470, -2.2326], [-1.3557, -0.6646, 3.9706], [1.6120, -2.3218, -0.0368], [-2.0228, -1.2271, 1.3213], [-0.2921, 1.8034, 4.1974], [1.8204, 0.7388, 1.2480], [-2.6892, -0.8182, -4.0153], [-0.6952, 0.4000, 0.1511], [0.1508, 1.8396, -0.0606], [-1.6083, -0.4499, -0.4911]],
  "multiplicity": 1,
  "max_force_ha_per_bohr": 0.2423,
  "lumo_ev": -0.47,
  "relative_energy_kj_mol": 498.07,
  "homo_lumo_gap_ev": 8.222
}

***

{
  "formula": "C5H7CsO3",
  "method": "ωB97M-V/def2-TZVPD",
  "elements": ["Cs", "O", "O", "O", "C", "C", "C", "C", "C", "H", "H", "H", "H", "H", "H", "H"],
  "xyz": [[-1.796109, 4.101004, 3.420026], [-1.020776, 1.492514, 1.220993], [0.514805, 3.068387, 1.328678], [0.216628, 2.024490, -0.611634], [-1.056273, -0.958730, 0.329401], [1.276120, -1.512325, -1.317015], [0.262424, -2.163914, -0.574973], [-0.132699, 2.245396, 0.631941], [1.837129, -0.458760, -1.695143], [-0.858513, -1.096699, 1.402717], [-0.362210, -2.805280, -1.210752], [-1.795733, -1.772756, 0.319325], [0.978761, 1.095947, -0.973022], [2.784928, -0.019341, -1.974544], [-1.524290, -0.480740, -0.545737], [0.675807, -2.759193, 0.249739]],
  "forces_ev_per_angstrom": [[0.6722, -0.7187, -0.8497], [0.1081, 1.6326, -1.4312], [-0.2358, 1.3027, -0.5195], [2.9020, -3.0965, -4.1812], [0.7087, -5.5551, -2.4720], [0.2792, 4.3750, -0.0928], [-2.4116, 0.0471, 1.5820], [-0.2189, -2.3150, 4.9936], [0.4992, -2.4240, 0.4844], [0.6610, 2.1686, -0.6740], [0.1093, 0.1376, 0.2689], [-0.2989, -0.6494, -0.0606], [-3.3172, 3.1731, 2.0555], [-0.5012, 0.1033, -0.2043], [1.1886, 1.6603, 1.3115], [-0.1448, 0.1585, -0.2107]],
  "multiplicity": 1,
  "max_force_ha_per_bohr": 0.1190,
  "lumo_ev": -0.78,
  "relative_energy_kj_mol": 217.37,
  "homo_lumo_gap_ev": 6.041
}

***

{
  "formula": "C5H7F",
  "method": "ωB97M-V/def2-TZVPD",
  "elements": ["F", "C", "C", "C", "C", "C", "H", "H", "H", "H", "H", "H", "H"],
  "xyz": [[1.097723, -2.116120, -0.410961], [1.142876, 1.420702, 0.980348], [-1.179193, -0.910770, -0.734577], [0.113978, 0.513087, 0.361484], [-1.160614, 0.125484, 0.318460], [0.355198, -1.028547, -0.857833], [0.900726, 2.492285, 0.794867], [-1.651592, -1.813360, -0.542019], [-1.965815, 0.569777, 0.933923], [2.153200, 1.140638, 0.643289], [-1.500853, -0.665991, -1.709269], [0.910833, 1.127454, 2.121833], [0.783532, -0.854640, -1.899545]],
  "forces_ev_per_angstrom": [[-1.1893, 0.5799, 0.4083], [-2.0396, -1.0256, 2.1143], [1.5539, -0.6423, 0.2624], [1.6572, -3.2651, -2.9747], [-0.0161, 1.6059, 0.9004], [1.1845, 3.2122, 0.2587], [0.3383, -0.7581, 0.2313], [-0.9902, -1.9174, 0.8074], [0.1611, -0.3404, -0.6318], [-0.4934, 0.2278, 0.4352], [-0.8081, 0.9298, -1.0628], [1.3256, 1.1962, -2.1061], [-0.6840, 0.1971, 1.3573]],
  "multiplicity": 1,
  "max_force_ha_per_bohr": 0.0917,
  "lumo_ev": 1.08,
  "relative_energy_kj_mol": 286.65,
  "homo_lumo_gap_ev": 9.994
}

***

{
  "formula": "C5H7F",
  "method": "ωB97M-V/def2-TZVPD",
  "elements": ["F", "C", "C", "C", "C", "C", "H", "H", "H", "H", "H", "H", "H"],
  "xyz": [[1.681521, 0.988984, -0.679699], [0.347825, -0.868600, -0.786703], [-0.709527, -1.878958, -0.781029], [-0.217084, 1.055727, 0.806369], [0.219392, 2.144821, 1.328246], [0.533995, 0.367785, -0.283396], [-0.256640, 2.693434, 2.115709], [-0.324575, -2.937801, -0.512770], [-1.540332, -1.586748, -0.139887], [-0.960650, 0.539881, 1.370460], [-1.122139, -2.062738, -1.791106], [1.057514, 2.731451, 0.743877], [1.290699, -1.187238, -1.390072]],
  "forces_ev_per_angstrom": [[-0.4356, 0.1142, 0.3414], [3.2687, 0.5900, -1.4174], [-0.5855, -1.8249, 0.2876], [0.5141, -2.3356, -1.1741], [2.6863, 4.4100, -1.3322], [-0.9316, -1.4781, 0.4051], [-0.1034, -0.1406, 0.4842], [-0.4758, 1.8042, 0.0251], [-0.0690, -0.2889, 0.1018], [-0.7202, -0.7155, -0.3216], [0.1831, 0.4488, 0.2861], [-1.5879, -1.2090, 1.5061], [-1.7432, 0.6257, 0.8078]],
  "multiplicity": 1,
  "smiles": "C=C/C(F)=C\\C",
  "max_force_ha_per_bohr": 0.1037,
  "lumo_ev": 1.06,
  "relative_energy_kj_mol": 109.52,
  "homo_lumo_gap_ev": 9.847
}

***

{
  "formula": "C5H7F",
  "method": "ωB97M-V/def2-TZVPD",
  "elements": ["F", "C", "C", "C", "C", "C", "H", "H", "H", "H", "H", "H", "H"],
  "xyz": [[2.089857, -0.013083, -0.072509], [0.034875, 1.227396, 0.003520], [0.797298, 0.132162, 0.014512], [-1.465640, -0.765561, -0.148726], [0.056933, -1.161968, 0.129818], [-1.413489, 0.785668, 0.041007], [-1.879689, -1.041865, -1.127397], [0.444895, 2.151423, 0.083428], [0.166182, -1.583141, 1.153345], [0.385185, -1.993055, -0.564000], [-1.934968, 1.142703, 0.960421], [-2.143709, -1.136302, 0.684164], [-1.906466, 1.271807, -0.778163]],
  "forces_ev_per_angstrom": [[1.7872, 0.5842, 0.0973], [-0.0962, -3.9446, 0.3125], [-2.2064, -0.6115, -0.3170], [0.6120, 0.5935, 2.1829], [-1.4490, -1.5848, -0.6269], [-0.2922, 0.8344, 0.1797], [0.4400, -0.0402, 0.3416], [0.6838, 2.8470, -0.0438], [-0.0190, 0.2986, -0.5051], [-0.0424, 1.1005, 0.5922], [0.3799, -0.3781, -0.4886], [0.8040, -0.0246, -1.2841], [-0.6015, 0.3255, -0.4406]],
  "multiplicity": 1,
  "smiles": "FC1=CCCC1",
  "max_force_ha_per_bohr": 0.0770,
  "lumo_ev": 1.14,
  "relative_energy_kj_mol": 27.07,
  "homo_lumo_gap_ev": 10.099
}

***

{
  "formula": "C5H7F2N",
  "method": "ωB97M-V/def2-TZVPD",
  "elements": ["F", "F", "N", "C", "C", "C", "C", "C", "H", "H", "H", "H", "H", "H", "H"],
  "xyz": [[-2.356355, -0.359094, 0.973803], [-2.227755, 0.811549, -0.836407], [0.306892, -1.513713, -0.016970], [1.033988, 0.766952, -0.046445], [-0.299688, 0.984464, 0.624598], [-0.792753, -1.037970, -0.744430], [1.348469, -0.722445, -0.164171], [-1.446735, 0.110871, -0.001335], [-0.596942, 1.920987, 0.826220], [2.449819, -1.034682, -0.305147], [0.374823, -2.429357, 0.544624], [-0.209828, 0.619115, 1.567980], [-0.591229, -0.635486, -1.676922], [1.237424, 1.006083, -1.161845], [1.769867, 1.512724, 0.416442]],
  "forces_ev_per_angstrom": [[0.9770, 0.6086, 0.0123], [-0.1397, 0.6909, -0.6141], [1.5865, -2.7627, 1.2019], [1.8673, 0.9000, -2.4024], [-0.7835, -2.9714, -2.8900], [-1.6064, 0.7414, 2.3730], [1.6302, 0.9180, 0.9026], [-0.1065, -1.4684, 0.5486], [-0.9796, 3.7668, -0.2132], [-1.8984, 0.1026, 0.3809], [-0.5146, 1.7626, -1.4566], [0.5190, -1.5618, 2.9171], [1.1204, 0.3124, -2.0150], [-1.3298, 0.7195, 1.3643], [-0.3420, -1.7587, -0.1093]],
  "multiplicity": 1,
  "max_force_ha_per_bohr": 0.0820,
  "lumo_ev": [0.16, -0.23],
  "relative_energy_kj_mol": 324.02,
  "homo_lumo_gap_ev": [8.163, 7.154]
}